{"formula": "CH4FNP2", "method": "ωB97M-V with the def2-TZVPD basis set", "total_energy_ev": -23884.06985, "homo_ev": -9.17, "e_lumo_ha": -0.0018, "charge": 0, "gap_ev": 9.12, "e_above_lowest_kcal_mol": 67.6, "elements": ["C", "N", "F", "P", "P", "H", "H", "H", "H"], "xyz": [[1.056425, 0.169240, -0.226740], [2.210343, 0.297557, -0.555448], [0.774301, -1.618113, -0.057527], [-1.594188, -0.718961, -0.292387], [-0.423409, 0.770188, 0.584668], [2.855536, 1.070057, -0.340602], [-1.396633, -1.599953, 0.723279], [-2.787459, -0.299517, 0.379055], [-0.694916, 1.929499, -0.214299]], "atomic_forces_ev_per_a": [[2.0, -2.1, 0.2], [-0.4, 0.5, 0.7], [0.2, 2.6, -0.4], [-2.3, -0.9, -1.5], [0.8, 1.3, 1.2], [-0.8, -0.4, -0.6], [0.3, -0.8, 0.8], [0.0, 0.3, -0.3], [0.2, -0.5, -0.1]]}

{"formula": "CH4FNP2", "method": "ωB97M-V with the def2-TZVPD basis set", "total_energy_ev": -23885.04081, "homo_ev": -9.76, "e_lumo_ha": -0.0431, "charge": 0, "gap_ev": 8.59, "e_above_lowest_kcal_mol": 45.2, "elements": ["C", "N", "F", "P", "P", "H", "H", "H", "H"], "xyz": [[0.948508, 0.038036, 0.510903], [-1.843171, -0.358027, 0.727170], [-0.895807, 1.864714, -0.740380], [-3.050268, -0.130332, -0.255184], [-0.656088, 0.700699, 1.155438], [1.530712, -0.374736, 1.427024], [1.359449, 1.088075, 0.333682], [0.869436, -0.540465, -0.432396], [-2.752757, 1.137817, -0.904254]], "atomic_forces_ev_per_a": [[0.0, 1.3, 1.3], [0.3, 0.6, 0.0], [0.8, -1.3, 2.6], [-0.3, -0.2, -0.3], [-0.1, 0.9, -2.9], [-0.9, 0.3, -1.8], [0.0, -1.4, -0.2], [0.3, 0.2, 0.9], [0.0, -0.5, 0.4]]}

{"formula": "CH4I2N", "method": "ωB97M-V with the def2-TZVPD basis set", "total_energy_ev": -18784.98916, "homo_ev": -14.08, "e_lumo_ha": -0.1836, "smiles": "[NH3+]C(I)I", "charge": 1, "gap_ev": 9.09, "e_above_lowest_kcal_mol": 6.7, "elements": ["C", "N", "I", "I", "H", "H", "H", "H"], "xyz": [[0.433576, 0.394079, -0.269977], [-0.727902, -0.373791, 0.264367], [1.105148, 1.799582, 1.256868], [1.864317, -0.902938, -1.281436], [0.094097, 0.909631, -1.228088], [-1.084079, -1.065550, -0.411439], [-1.515010, 0.288334, 0.687814], [-0.170147, -1.049347, 0.981891]], "atomic_forces_ev_per_a": [[0.1, 1.5, -2.5], [1.0, -1.3, 2.6], [-0.3, -0.9, -0.9], [-0.4, 0.2, 0.9], [0.2, -0.1, 1.8], [-0.3, 0.6, -0.1], [2.0, -2.0, -0.8], [-2.4, 1.9, -1.1]]}

{"formula": "CH4IN", "method": "ωB97M-V with the def2-TZVPD basis set", "total_energy_ev": -10691.11262, "homo_ev": -8.28, "e_lumo_ha": -0.0001, "smiles": "CNI", "charge": 0, "gap_ev": 8.27, "e_above_lowest_kcal_mol": 8.6, "elements": ["C", "N", "I", "H", "H", "H", "H"], "xyz": [[0.611059, 0.289854, 0.197513], [-0.532359, -0.532670, -0.050654], [-2.488704, 0.105414, -0.050592], [0.450523, 1.367687, 0.352907], [1.267020, -0.168119, 0.918683], [1.171493, 0.315882, -0.689205], [-0.479032, -1.378049, -0.678651]], "atomic_forces_ev_per_a": [[0.0, 0.4, -0.6], [-2.0, -1.9, -0.3], [1.0, 0.0, 0.0], [-0.5, -0.6, 0.6], [0.0, 0.2, 0.8], [1.2, 0.0, -1.5], [0.3, 1.9, 1.0]]}